(1)
Formula: C13H14N2O3S2
Source: the Open Molecules 2025 dataset
Level of theory: ωB97M-V with the def2-TZVPD basis set

Geometry as XYZ:
```
34
Properties=species:S:1:pos:R:3:mulliken_charge:R:1
C 4.94744 0.24211 0.22037 -0.7947
C 3.83990 0.20321 0.93498 0.1562
C 2.94622 -0.99642 1.03231 -1.4453
N 1.58475 -0.66911 0.63544 0.0451
C 1.24669 -0.59456 -0.67210 0.5066
S 2.44559 -0.98771 -1.88067 -0.1333
C 1.43657 -0.66224 -3.34907 -0.5582
C 0.05456 -1.28087 -3.27459 0.6166
O -0.91691 -0.79252 -3.77909 -0.6028
O 0.07298 -2.50906 -2.74139 -0.4384
N 0.07314 -0.27584 -1.11994 -0.2634
C -0.86935 -0.00724 -0.19969 0.3967
S -2.48990 0.42549 -0.59083 -0.1941
C -2.88716 0.54502 1.11316 0.8409
C -4.26015 0.95482 1.52004 -0.6077
C -4.51057 2.43248 1.21288 -1.0823
C -1.82360 0.26768 1.90616 -1.6875
C -0.65431 -0.05599 1.17057 0.4008
C 0.64993 -0.40432 1.66908 0.4947
O 0.98945 -0.48893 2.82994 -0.6930
H 5.57080 1.11865 0.18815 0.2641
H 5.27763 -0.60610 -0.35578 0.2460
H 3.51064 1.05894 1.50890 0.3199
H 3.31573 -1.81301 0.40656 0.6157
H 2.88177 -1.32164 2.07679 0.4224
H 1.34021 0.41310 -3.49241 0.3046
H 1.98251 -1.10294 -4.18451 0.4109
H -0.81933 -2.88757 -2.75253 0.3687
H -4.99635 0.34939 0.98624 0.2996
H -4.37667 0.77488 2.59036 0.3316
H -5.51347 2.71615 1.52115 0.3509
H -4.40803 2.61695 0.14614 0.3499
H -3.79377 3.05513 1.74300 0.3180
H -1.84691 0.28205 2.98037 0.4409
```

Results
E_LUMO in eV: 0.524
Energy in eV: -44501.9782
ΔE to the lowest compared entry with this formula, charge and spin in kcal per mole: 16.4
Multiplicity: 1
Orbital gap in eV: 8.61



(2)
Formula: C13H14N3O9P2Tl
Source: the Open Molecules 2025 dataset
Level of theory: ωB97M-V with the def2-TZVPD basis set

Geometry as XYZ:
```
42
Properties=species:S:1:pos:R:3:mulliken_charge:R:1
Tl 0.07252 -0.00638 1.28043 0.8261
N 3.47083 -2.54911 -0.08347 -0.4600
C 2.94025 -1.94616 -1.38530 0.8548
C 3.70766 -2.49660 -2.57435 -1.7332
P 3.34050 -0.12827 -1.03698 0.6200
O 2.46960 0.69226 -2.07002 -0.4871
O 4.79895 -0.05979 -1.35340 -0.7899
O 2.89255 0.04220 0.38470 -0.6852
P 1.18639 -2.52063 -1.35293 0.9819
O 1.54912 -4.15511 -1.36217 -0.6126
O 0.41641 -2.21897 -2.57234 -0.8250
O 0.72908 -2.22170 0.05093 -0.7387
H 4.28250 -2.01187 0.23157 0.3597
H 3.66592 -3.54214 -0.18998 0.3571
H 2.69379 -2.40072 0.58464 0.2923
H 4.71583 -2.08246 -2.59892 0.4620
H 3.18311 -2.18891 -3.47889 0.3834
H 3.73435 -3.59026 -2.56336 0.3584
H 1.59476 0.97123 -1.68602 0.5309
H 0.89438 -4.56982 -1.93414 0.2955
O -0.73741 3.13421 -1.90370 -0.6988
C -0.82750 2.20486 -1.11960 0.3426
O 0.01249 1.29026 -0.86171 -0.6357
C -3.06919 0.98030 0.24891 0.9989
C -4.39183 0.96861 -0.40983 -0.6873
C -5.06611 -0.17315 -0.56447 -0.8511
C -4.50282 -1.42939 -0.12362 1.3926
C -5.17665 -2.64077 -0.25034 -0.5332
C -4.60217 -3.83847 0.13695 -0.5575
C -3.29512 -3.80486 0.64579 -0.6996
C -2.60554 -2.62441 0.78412 -0.4721
C -3.18940 -1.37444 0.43327 0.0549
N -2.50878 -0.23703 0.63996 -0.4066
H -4.77525 1.91918 -0.76067 0.3526
H -6.04202 -0.17974 -1.04338 0.3019
H -6.17767 -2.63226 -0.67624 0.2776
H -5.13504 -4.77549 0.02806 0.3381
H -2.80761 -4.73424 0.92413 0.3587
H -1.58186 -2.62435 1.13715 0.1584
O -2.38115 2.90490 1.86210 -0.7782
C -2.52835 2.22397 0.86238 -0.1366
N -2.08685 2.07793 -0.37233 -0.1102
```

Results
E_LUMO in eV: 4.493
Energy in eV: -59884.8269
ΔE to the lowest compared entry with this formula, charge and spin in kcal per mole: 69.6
Multiplicity: 1
Orbital gap in eV: 5.44
Charge: -2



(3)
Formula: C13H14N7PdS2
Source: the Open Molecules 2025 dataset
Level of theory: ωB97M-V with the def2-TZVPD basis set

Geometry as XYZ:
```
37
Properties=species:S:1:pos:R:3:mulliken_charge:R:1
Pd -0.27112 0.44787 -0.67021 0.0085
N 0.13961 -3.54599 -2.68438 -0.3692
C -0.16290 -2.42436 -2.02163 0.7111
S 1.01951 -1.15611 -2.04651 -0.2617
N -1.31860 -2.38610 -1.40763 -1.2468
N -1.62998 -1.22726 -0.84337 0.8666
C -2.73410 -1.11063 -0.20155 -0.6793
C -3.07429 0.16330 0.39987 0.8669
C -4.25809 0.33863 1.10977 -0.7952
C -4.52037 1.56715 1.69064 -0.2079
C -3.60396 2.59545 1.53370 -0.8106
C -2.45820 2.35409 0.79350 0.0134
N -2.19617 1.17194 0.24666 0.0135
H 1.02569 -3.63147 -3.14553 0.1860
H -0.51441 -4.30963 -2.67966 0.2371
H -3.40784 -1.95657 -0.11699 0.3663
H -4.95615 -0.48311 1.19025 0.3650
H -5.42853 1.72096 2.25734 0.4402
H -3.76401 3.56957 1.97227 0.3885
H -1.72740 3.13370 0.62254 0.3495
S 0.62746 2.64566 -1.00820 -0.4006
C 2.05151 1.77260 -1.32493 0.1348
N 2.80615 1.32476 -0.26456 0.0756
C 3.94652 0.62821 -0.43504 -0.0626
C 4.41090 0.40092 -1.69146 -0.5300
C 3.66557 0.96818 -2.74244 -0.0065
N 2.54351 1.62468 -2.56188 -0.3585
H 2.46296 1.54231 0.65851 0.2671
H 4.45503 0.29047 0.45678 0.4032
H 5.31524 -0.15851 -1.86955 0.4292
H 4.01609 0.89688 -3.76638 0.4249
C 1.45119 -1.28806 3.50717 -0.9481
C 0.87486 -0.80598 2.27146 0.2676
N 0.41900 -0.43628 1.28584 -0.0147
H 1.58401 -2.36828 3.46232 0.2936
H 0.79171 -1.04754 4.34024 0.2966
H 2.41959 -0.82142 3.68305 0.2863
```

Results
E_LUMO (spin up / spin down) in eV: -3.877 / -3.884
Energy in eV: -49283.2054
ΔE to the lowest compared entry with this formula, charge and spin in kcal per mole: 21.4
Multiplicity: 1
Orbital gap (spin up / spin down) in eV: 6.90 / 6.92
Charge: +1



(4)
Formula: C13H14OSi
Source: the Open Molecules 2025 dataset
Level of theory: ωB97M-V with the def2-TZVPD basis set

Geometry as XYZ:
```
29
Properties=species:S:1:pos:R:3:mulliken_charge:R:1
O -0.53198 1.85266 1.79491 -0.6137
Si -0.43223 0.68550 0.81334 0.4197
C -1.90626 -0.23964 0.15415 0.1871
C -2.89237 0.40378 -0.60829 -0.2344
C -4.14717 -0.19769 -0.93494 -0.7350
C -4.46059 -1.48155 -0.46805 -0.1191
C -3.50381 -2.19835 0.21154 -0.8659
C -2.24761 -1.52740 0.49861 0.0580
C 1.08693 -0.35252 0.44374 0.2481
C 2.25754 -0.37989 1.25770 -0.2237
C 3.48510 -0.92191 0.84260 -0.5572
C 3.53360 -1.59102 -0.34415 -0.1824
C 2.38308 -1.71815 -1.13706 -0.6566
C 1.16589 -1.05064 -0.76287 -0.2838
H -2.58923 1.35497 -0.89189 0.3940
H -4.91036 0.14173 -1.58610 0.3696
H -5.50933 -1.75321 -0.63203 0.3336
H -3.46944 -3.20252 0.38176 0.4200
H -1.44197 -2.01757 1.06517 0.2842
H 2.17705 0.11351 2.27110 0.2690
H 4.33459 -0.82458 1.45906 0.4514
H 4.58278 -1.93746 -0.63517 0.2654
H 2.27159 -2.19753 -2.13620 0.2866
H 0.27655 -0.93631 -1.33279 0.4818
C 2.15283 3.98948 0.06057 -0.9159
H 2.17968 3.34904 0.91619 0.1919
H 2.35178 3.52100 -0.89119 0.2519
H 1.00216 4.21095 0.02403 0.2035
H 2.80120 4.90534 0.16624 0.2720
```

Results
E_LUMO in eV: -0.358
Energy in eV: -23631.9360
ΔE to the lowest compared entry with this formula, charge and spin in kcal per mole: 4.3
Multiplicity: 1
Orbital gap in eV: 9.13



(5)
Formula: C13H15AsCl5N2O3RbS
Source: the Open Molecules 2025 dataset
Level of theory: ωB97M-V with the def2-TZVPD basis set

Geometry as XYZ:
```
41
Properties=species:S:1:pos:R:3:mulliken_charge:R:1
Rb -1.12666 0.44058 0.18959 0.7955
N -1.43246 -0.10622 3.39596 -0.4861
C -1.88714 1.27725 3.29500 -0.2130
C -0.88188 2.03277 2.38826 0.1582
O 0.32554 1.69285 2.52117 -0.7890
N -1.42149 2.92365 1.61510 -0.6127
C -0.51339 3.78583 0.90092 -0.2940
C -0.21247 3.45996 -0.57655 0.3164
O -0.10598 4.40764 -1.36109 -0.7920
O -0.03315 2.23806 -0.86915 -0.4113
H -1.51734 -0.43363 4.35456 0.2021
H -0.42233 -0.03196 3.21460 0.2488
H -1.87859 1.78850 4.27508 0.2662
H -2.90545 1.33738 2.89473 0.1961
H 0.48019 3.79194 1.38649 0.1331
H -0.92614 4.80348 0.92475 0.2912
Cl -3.30845 -1.62399 -0.65691 -0.2909
C -2.26472 -2.93550 -0.24728 1.2826
C -0.97378 -2.62119 0.17551 -1.1908
C -0.22741 -3.74843 0.50611 0.4824
Cl 1.40508 -3.48746 1.03916 -0.2556
C -0.67922 -5.06052 0.45942 -0.5411
Cl 0.30772 -6.39819 0.96035 -0.2256
C -1.96936 -5.30078 0.00735 0.6749
Cl -2.58269 -6.91416 -0.07817 -0.2375
C -2.76829 -4.22480 -0.36005 -0.4769
Cl -4.37129 -4.52847 -0.95286 -0.2328
C 3.07085 0.18629 -3.22856 -1.4095
As 1.52942 1.09253 -2.29011 1.0249
C 1.65831 -0.03561 -0.70800 -0.6137
C 2.47011 2.78277 -2.02359 -1.1292
S 0.08396 0.83666 -3.75698 -0.5790
H 3.98869 0.20254 -2.63822 0.4045
H 3.25392 0.69375 -4.18066 0.3523
H 2.81588 -0.85124 -3.45430 0.3326
H 2.72073 -0.13494 -0.47277 0.3905
H 1.23812 -1.02337 -0.93346 0.1934
H 1.15051 0.40409 0.14768 0.0156
H 3.36779 2.84025 -2.64646 0.3784
H 2.75172 2.83329 -0.97455 0.3501
H 1.79115 3.60843 -2.24209 0.2909
```

Results
E_LUMO in eV: 4.056
Energy in eV: -157789.6257
ΔE to the lowest compared entry with this formula, charge and spin in kcal per mole: 30.2
Multiplicity: 1
Orbital gap in eV: 6.25
Charge: -2



(6)
Formula: C13H15BiNSe
Source: the Open Molecules 2025 dataset
Level of theory: ωB97M-V with the def2-TZVPD basis set

Geometry as XYZ:
```
31
Properties=species:S:1:pos:R:3:mulliken_charge:R:1
C -1.02706 1.55427 -3.58947 -0.3240
C 0.31829 1.51972 -3.99904 -0.6280
C 1.09824 2.33604 -3.11101 -0.5740
C 0.12439 2.90430 -2.11310 -0.5483
C -1.16020 2.34163 -2.42844 -0.6174
Bi 1.28371 1.04631 -0.99299 0.2614
N -0.39488 -2.33541 -0.33003 -0.3117
C -0.68694 -3.55004 -0.89469 -0.2649
C 0.51313 -2.64263 -1.39355 -0.5333
H 2.05738 2.79843 -3.34487 0.4551
H 0.72828 0.99561 -4.86286 0.3763
H 0.29647 3.85011 -1.59058 0.5399
H -2.08310 2.61207 -1.93731 0.3957
H -1.84320 1.01854 -4.09122 0.3642
H 0.40964 -2.15636 -2.38937 0.1990
H -1.53047 -3.68214 -1.57453 0.2668
H -0.91533 -1.42682 -0.37062 0.2131
H 1.51835 -2.88363 -1.08037 0.1909
H -0.37798 -4.38788 -0.27570 0.1855
Se 2.52619 1.00722 1.42008 -0.4353
C 1.08157 0.32825 2.49426 0.0895
C -0.13321 1.02832 2.50282 -0.2074
C -1.07863 0.75266 3.49151 -0.5857
C -0.87766 -0.31945 4.37257 -0.3249
C 0.26389 -1.11479 4.26048 -0.4196
C 1.23021 -0.83033 3.29032 -0.3181
H -0.29601 1.79293 1.73238 0.2171
H -1.96375 1.37702 3.57200 0.3316
H -1.61268 -0.52188 5.14909 0.3365
H 0.42121 -1.95688 4.93441 0.3223
H 2.11016 -1.45519 3.14980 0.3478
```

Results
E_LUMO (spin up / spin down) in eV: 3.198 / 3.193
Energy in eV: -86397.8743
ΔE to the lowest compared entry with this formula, charge and spin in kcal per mole: 0.0
Multiplicity: 1
Orbital gap (spin up / spin down) in eV: 5.27 / 5.27
Charge: -1



(7)
Formula: C13H15Cl2CuN4O4S
Source: the Open Molecules 2025 dataset
Level of theory: ωB97M-V with the def2-TZVPD basis set

Geometry as XYZ:
```
40
Properties=species:S:1:pos:R:3:lowdin_spin:R:1
Cu -0.76887 1.19123 0.99663 0.7188
Cl 0.66011 3.06251 2.66973 0.0067
C -0.56715 2.51274 3.81575 0.0005
Cl -1.01360 0.81349 3.45551 0.0409
H -1.45546 3.11470 3.69441 0.0000
H -0.16782 2.53414 4.82027 0.0008
N 1.34207 -2.11589 -0.19674 0.0026
C 0.73665 -1.72677 -1.41382 0.0008
C 0.57058 -2.47076 -2.49540 0.0003
C -0.07954 -2.03007 -3.73585 0.0000
C -0.84476 -0.96309 -3.96332 0.0011
C -1.35450 0.11190 -3.04336 0.0029
C 0.35898 -0.29111 -1.19195 0.0023
N 0.51348 -0.12596 0.28898 0.0460
C 1.15751 -1.16895 0.74011 0.0054
C 1.71783 -1.31436 2.08474 0.0004
C 2.19960 -2.47244 2.62068 -0.0005
S 2.84235 -2.16653 4.15652 -0.0002
C 2.41835 -0.50723 3.99180 0.0001
N 1.84040 -0.20008 2.87410 0.0000
H 1.85124 -2.97159 -0.06071 0.0003
H 0.97295 -3.47917 -2.48608 0.0001
H 0.10227 -2.67232 -4.58889 0.0000
H -1.18549 -0.83046 -4.98465 0.0002
H -0.97078 1.08031 -3.37945 0.0002
H 2.19894 -3.47024 2.20716 0.0000
H 2.63836 0.20420 4.77853 0.0000
C 1.32920 0.65636 -1.90709 -0.0001
C -1.08789 -0.01091 -1.55787 0.0016
O -1.36407 1.25199 -0.91032 0.0819
H 1.36356 0.42633 -2.97171 0.0000
H 2.33036 0.53364 -1.49360 0.0000
H 1.01901 1.69344 -1.77062 0.0000
H -1.71748 -0.78701 -1.11508 -0.0003
H -2.43929 0.17419 -3.17347 0.0001
H -2.34185 1.43582 -0.77514 -0.0003
O -3.64816 2.02771 0.06496 -0.0019
N -3.23833 2.76037 0.98718 0.0010
O -3.92030 3.56567 1.54244 0.0110
O -1.99846 2.62417 1.42559 0.0772
```

Results
E_LUMO (spin up / spin down) in eV: -3.389 / -5.172
Energy in eV: -108384.9128
ΔE to the lowest compared entry with this formula, charge and spin in kcal per mole: 40.6
Multiplicity: 2
<S²>: 0.7526
Orbital gap (spin up / spin down) in eV: 8.09 / 6.30
Charge: +1



(8)
Formula: C13H15CuNS
Source: the Open Molecules 2025 dataset
Level of theory: ωB97M-V with the def2-TZVPD basis set

Geometry as XYZ:
```
31
Properties=species:S:1:pos:R:3:lowdin_spin:R:1
C -2.80772 0.95241 -1.27316 0.0099
C -2.98030 -0.30125 -0.53255 0.0102
C -2.11422 -1.29539 -1.17088 0.0137
C -1.54824 -0.70335 -2.34379 0.0017
C -1.97954 0.68054 -2.42734 0.0340
Cu -1.49154 0.25440 0.85119 0.1699
N 1.40992 0.41498 -1.69705 0.0056
C -1.80131 1.61176 2.04007 0.2407
C -2.42559 0.46457 2.61136 0.3164
H -2.02294 -2.34900 -0.86252 0.0009
H -3.80712 -0.51478 0.14238 0.0034
H -0.89734 -1.20688 -3.09459 -0.0003
H -1.72873 1.37042 -3.24023 0.0017
H -3.31404 1.89065 -1.03150 0.0001
H -3.45300 0.15339 2.40992 0.0377
H -0.82486 1.96375 2.43722 0.0275
H 0.68993 1.02794 -1.31246 0.0095
H -1.88378 -0.24322 3.25280 0.0348
H -2.38469 2.41337 1.58042 0.0239
S 0.04693 -1.36277 0.71287 0.0342
C 1.56824 -0.63222 0.57362 0.0100
C 2.48918 -0.83257 1.55246 0.0044
C 3.84578 -0.61596 1.35202 0.0007
C 4.41134 -0.24025 0.12764 0.0015
C 3.56281 -0.19365 -0.98233 0.0013
C 2.19196 -0.14955 -0.69144 0.0046
H 2.10591 -1.33632 2.44108 0.0015
H 4.48137 -0.77568 2.20750 0.0001
H 5.46235 -0.01722 0.01248 0.0002
H 3.93378 0.11357 -1.95943 0.0001
H 1.26547 -0.54170 -1.68578 0.0001
```

Results
E_LUMO (spin up / spin down) in eV: 5.616 / 5.587
Energy in eV: -70682.9279
Multiplicity: 2
<S²>: 0.7553
Orbital gap (spin up / spin down) in eV: 3.10 / 5.18
Charge: -2